No. 1
Computed, not measured: C7H3NO9PbSe as an isolated structure, with the ωB97M-V functional and the def2-TZVPD basis.

```
22
Properties=species:S:1:pos:R:3:forces:R:3
Pb -0.2516 -2.7197 -0.5638 0.2352 -0.1265 -0.0152
O 1.2609 4.4228 0.4000 -0.0126 -0.0334 -0.0002
C 0.9715 3.1415 0.2210 -0.0033 -0.0410 -0.0117
C -0.1004 2.4243 0.8115 -0.1999 -0.0477 0.1243
C 0.0004 1.1520 0.3341 0.0597 0.2657 0.0020
N 0.3634 0.0598 -0.2835 0.0354 -0.5486 -0.1593
C 1.2004 1.0618 -0.6023 -0.1116 0.2783 0.1955
C 1.7502 2.3095 -0.6286 0.2410 -0.0543 -0.2062
C 3.2825 -0.8160 -2.1507 -0.0033 0.0138 0.0535
O 3.8328 0.1652 -2.4135 0.0589 0.0846 -0.0520
O 2.7356 -1.8034 -1.8832 -0.0663 -0.0501 -0.0002
C -1.2613 -1.5023 2.4964 0.0269 -0.0089 -0.0393
O -2.2850 -1.1184 2.8524 -0.1084 -0.0085 0.0726
O -0.1989 -1.8556 2.1678 0.0472 0.0376 -0.0457
H 0.6258 4.8380 0.9964 0.0078 0.0014 -0.0005
H -0.8472 2.8056 1.4898 0.0076 0.0446 0.0022
H 2.6164 2.6173 -1.1913 0.0008 0.0506 0.0141
O -2.1422 -3.6424 -1.7705 -0.2125 0.0093 -0.0028
Se -2.9237 -3.0768 -0.4091 0.5688 0.1893 -0.0174
O -1.9538 -3.7799 0.7647 -0.1889 -0.0175 0.0517
O -2.1736 -1.5439 -0.3579 -0.3012 -0.0097 0.0527
O -4.5023 -3.1395 -0.2797 -0.0813 -0.0291 -0.0183
```
Forces are in eV/Å.

## Properties
ΔE to the lowest compared entry with this formula, charge and spin: 25.97 kcal/mol
Highest occupied orbital energy: -9.9 eV

---

No. 2
Computed, not measured: C21H20Cl3CrN5 as an isolated structure, with the ωB97M-V functional and the def2-TZVPD basis.

```
50
Properties=species:S:1:pos:R:3:forces:R:3
Cr 0.3042 -0.3466 -0.3100 -0.0626 -0.0234 0.1853
C -0.3541 -1.3674 2.4259 0.1098 0.0447 -0.0030
C -1.8143 -1.2032 2.0447 -0.0824 -0.0402 0.0085
C -2.1580 -1.8080 0.7072 0.0558 0.0264 -0.0067
C -3.3069 -2.5686 0.5798 -0.0179 -0.0206 0.0326
C -3.6003 -3.2039 -0.6155 0.0330 0.0162 -0.0288
C -2.7065 -3.0791 -1.6702 -0.0085 -0.0063 0.0040
C -1.5919 -2.2952 -1.4964 0.0164 -0.0037 -0.0043
N -1.3120 -1.6426 -0.3414 0.0591 0.0093 0.0288
N 0.5463 -0.4002 1.7253 -0.0209 0.0197 -0.0379
C 1.9744 -0.7717 1.9604 -0.0699 0.0466 0.0066
C 2.8300 0.0244 1.0126 -0.0073 -0.0135 -0.0175
C 4.1447 0.3478 1.2680 -0.0185 -0.0124 0.0207
C 4.8435 1.0993 0.3317 0.0070 0.0160 -0.0250
C 4.1965 1.5179 -0.8245 0.0100 -0.0061 0.0216
C 2.8825 1.1554 -1.0200 0.0067 -0.0118 0.0109
N 2.2039 0.4087 -0.1246 0.0588 -0.0264 0.0037
C 0.3111 1.0026 2.2112 0.0428 -0.0795 0.0311
C -0.6523 1.7355 1.3253 -0.0141 0.0292 -0.0056
C -1.3704 2.8425 1.7313 0.0182 -0.0172 0.0001
C -2.2086 3.4690 0.8197 -0.0111 0.0271 0.0075
C -2.3213 2.9644 -0.4715 0.0020 -0.0205 -0.0288
C -1.5854 1.8541 -0.8161 0.0059 0.0118 0.0493
N -0.7571 1.2628 0.0687 -0.0173 0.0147 -0.0596
H -0.0091 -2.3719 2.1764 -0.0309 -0.0134 0.0054
H -0.2136 -1.2302 3.5005 -0.0421 -0.0052 0.0009
H -2.1374 -0.1599 2.0971 0.0289 0.0053 -0.0107
H -2.4058 -1.7181 2.8015 -0.0006 -0.0039 -0.0096
H -3.9613 -2.6769 1.4343 -0.0060 -0.0048 -0.0083
H -4.4969 -3.8015 -0.7166 -0.0001 -0.0016 0.0110
H -2.8659 -3.5809 -2.6140 -0.0085 -0.0014 0.0024
H -0.8823 -2.1877 -2.3029 -0.0033 0.0024 -0.0003
H 2.0855 -1.8448 1.7869 0.0156 -0.0030 -0.0226
H 2.2430 -0.5827 3.0023 0.0291 -0.0162 -0.0056
H 4.6146 0.0247 2.1877 0.0027 0.0035 -0.0016
H 5.8770 1.3672 0.5100 -0.0010 -0.0017 -0.0010
H 4.7032 2.1206 -1.5648 -0.0014 0.0003 0.0000
H 2.3456 1.4676 -1.9041 -0.0056 0.0002 0.0005
H 1.2652 1.5326 2.2029 -0.0075 0.0205 0.0112
H -0.0355 0.9754 3.2458 -0.0192 0.0229 -0.0076
H -1.2769 3.2061 2.7463 -0.0015 0.0055 -0.0013
H -2.7775 4.3411 1.1158 -0.0027 -0.0035 0.0033
H -2.9748 3.4217 -1.2009 -0.0022 0.0063 0.0065
H -1.6457 1.4115 -1.8010 -0.0022 0.0122 -0.0059
Cl 0.3227 -1.7099 -5.5600 0.0025 -0.0252 -0.0359
C 0.7214 -0.1024 -4.9765 -0.0202 -0.0449 0.4004
Cl 2.4009 0.3191 -5.2683 0.0360 0.0017 -0.0392
Cl -0.3859 1.1196 -5.5712 -0.0350 0.0341 -0.0166
C 0.5569 -0.1503 -3.4940 0.0483 0.0671 -0.3085
N 0.4345 -0.1878 -2.3545 -0.0684 -0.0374 -0.1604
```
Forces are in eV/Å.

## Properties
Spin multiplicity: 4
Total charge: +3
Highest occupied orbital energy (spin up / spin down): -18.8 / -18.8 eV

---

No. 3
Computed, not measured: a 2-piece molecular cluster, C4H12 overall in a non-equilibrium geometry, with the ωB97M-V functional and the def2-TZVPD basis.

```
16
Properties=species:S:1:pos:R:3:forces:R:3
C 2.0201 -0.3889 1.7919 0.2333 0.0826 0.6056
C 2.6688 0.2914 0.5959 -0.4806 0.5888 -0.1993
H 0.9309 -0.3320 1.7422 0.0445 -0.3298 -0.2249
H 2.3731 -1.4128 1.8538 -0.2975 -0.4366 -0.0843
H 2.2785 0.0189 2.7840 0.1305 0.3574 -0.4335
H 3.7266 0.5098 0.7447 0.0973 -0.1590 -0.0442
H 2.1639 1.2352 0.3595 0.1125 0.1044 0.2256
H 2.5187 -0.2838 -0.3236 0.2138 -0.2120 0.1671
C -2.1782 0.1587 -1.9405 -0.1632 -0.3600 0.1285
C -2.4990 -0.0551 -0.4507 -0.1469 0.4992 -0.9890
H -2.3859 1.1816 -2.2503 0.1427 0.0917 -0.1190
H -1.1261 -0.0958 -2.1098 -0.0244 0.2957 -0.0756
H -2.7629 -0.5172 -2.5832 0.0175 0.1434 0.1677
H -3.5547 0.1504 -0.2500 -0.0928 -0.4676 0.0081
H -1.9730 0.6907 0.1407 0.4173 -0.2359 0.2381
H -2.1861 -1.0735 -0.2274 -0.2039 0.0377 0.6291
```
Forces are in eV/Å.

## Properties
ΔE to the lowest compared entry with this formula, charge and spin: 2.98 kcal/mol
Spin multiplicity: 2
Total charge: -1
Highest occupied orbital energy (spin up / spin down): 1.5 / -8.0 eV

---

No. 4
Computed, not measured: a 11-piece molecular cluster, C40H111N9O11 overall in a non-equilibrium geometry, with the ωB97M-V functional and the def2-TZVPD basis.

```
171
Properties=species:S:1:pos:R:3:forces:R:3
C -3.3612 -2.2793 -11.0649 0.0772 -0.2546 0.1877
O -3.5897 -0.8956 -10.9348 -0.5633 -0.2250 0.5633
C -2.6313 -0.2258 -10.1455 0.4441 0.2436 -0.5185
C -2.9636 1.2644 -10.1198 0.5422 0.6192 0.2251
C -2.7707 1.9193 -11.4812 0.3256 0.2227 -0.2718
N -2.1607 2.0029 -9.1379 0.7040 0.0492 0.3674
H -4.3026 -2.7504 -11.3425 -0.0561 0.0112 0.0590
H -2.9924 -2.7115 -10.1297 -0.1487 -0.0414 0.0961
H -2.6224 -2.5480 -11.8297 0.1376 0.3387 -0.1093
H -2.4821 -0.5050 -9.0922 -0.8421 -0.7022 -0.0063
H -1.6722 -0.5018 -10.6083 0.3528 0.8239 0.0569
H -3.9487 1.4678 -9.6942 -0.4743 -0.7013 -0.6649
H -3.3425 1.5272 -12.3222 -0.2357 -0.3792 0.3476
H -1.7175 1.7820 -11.7518 0.0434 0.1209 -0.0114
H -2.9641 2.9923 -11.4534 0.0169 -0.0072 0.2229
H -1.1615 2.0156 -9.3166 0.0149 0.0593 -0.4917
H -2.2464 1.6191 -8.2002 -0.3164 -0.1220 -0.0701
C -1.6721 -5.6760 -1.1216 -0.8570 0.0074 0.4520
O -1.5645 -4.8910 -2.2766 0.7491 -0.4575 -0.6331
C -2.2616 -3.6664 -2.3006 -0.7088 -0.0031 0.4770
C -2.0874 -3.0037 -3.6708 0.4611 -1.0806 -0.3437
C -2.4682 -1.5514 -3.6794 -0.4949 0.4330 -0.4192
N -2.8854 -3.7236 -4.6804 -0.4227 0.7537 0.8668
H -2.6889 -6.0707 -1.0131 -0.0234 -0.1898 -0.1735
H -1.4983 -5.1467 -0.1771 0.3444 0.3582 -0.1902
H -0.9702 -6.5028 -1.1911 0.0312 -0.0146 -0.1027
H -3.3402 -3.8353 -2.1559 0.0282 -0.0999 -0.0221
H -1.9182 -3.1103 -1.4162 0.0799 0.5709 -0.4260
H -1.0252 -3.1414 -3.9203 0.1853 0.3616 0.1334
H -1.7606 -0.9525 -3.1061 -0.3274 0.0983 0.3071
H -3.5200 -1.4439 -3.3944 0.2024 0.0865 0.6996
H -2.5166 -1.1055 -4.6794 0.5310 -0.3377 -0.1610
H -2.7744 -3.2379 -5.5604 0.0364 -0.2357 -0.1654
H -2.5739 -4.6716 -4.8088 0.3175 -0.0706 -0.1832
C -2.6854 -5.2576 -13.9357 0.4763 0.1059 -0.0909
O -1.6804 -5.6815 -13.0364 -0.2025 0.2450 0.8369
C -0.4778 -4.9808 -13.2011 1.5486 -0.4310 -1.7527
C 0.6033 -5.3594 -12.1692 -2.6447 -0.2551 0.8940
C 0.8734 -6.8450 -12.2197 -0.7162 -0.7176 -0.5040
N 0.0116 -5.0499 -10.8510 1.8874 0.5597 0.3330
H -2.5838 -4.1864 -14.1390 -0.0835 0.0116 -0.0345
H -3.6659 -5.4237 -13.4930 0.0401 -0.2171 -0.0083
H -2.5666 -5.8064 -14.8747 -0.2638 0.0665 -0.0823
H -0.0578 -5.2624 -14.1864 -0.1004 0.1395 -0.1701
H -0.6080 -3.8942 -13.2564 -0.4258 -0.0872 0.4221
H 1.4736 -4.7213 -12.3186 0.0889 -0.1146 -0.0294
H -0.0747 -7.3383 -11.9798 0.0688 0.0641 0.3540
H 1.6124 -7.2103 -11.5117 0.1705 0.2061 -0.0723
H 1.0360 -7.2327 -13.2301 0.5945 0.2742 0.0050
H 0.0849 -4.0491 -10.7169 -0.4905 0.0126 0.4100
H -0.9100 -5.4091 -10.6625 -0.1335 -0.0711 -0.3962
C 1.1394 -1.9375 -12.7566 0.6657 0.4997 1.2898
O 1.8534 -0.8611 -13.3553 -0.6403 -0.6024 -0.2463
C 1.1949 -0.3411 -14.5124 -0.4506 -0.2304 -0.0521
C 1.9893 -0.7089 -15.7675 1.1324 0.2057 0.2136
C 2.0071 -2.2081 -16.0616 -0.7659 0.2700 0.5431
N 3.3905 -0.2407 -15.6286 -0.0765 0.9734 0.2246
H 0.2575 -1.6117 -12.1922 -0.4916 0.1789 -0.7153
H 1.7437 -2.2607 -11.9054 0.4176 -0.3440 -0.3680
H 0.9422 -2.7807 -13.4148 0.0473 0.2500 -0.1685
H 0.1762 -0.7361 -14.5980 -0.0025 -0.1145 0.1383
H 1.0751 0.7288 -14.3272 0.2792 0.1550 -0.4230
H 1.6309 -0.2237 -16.6775 -0.4765 0.2322 0.2936
H 1.0083 -2.6060 -15.8551 0.0262 -0.1667 -0.2070
H 2.6994 -2.7235 -15.3972 0.1675 -0.0478 -0.1913
H 2.2307 -2.3606 -17.1133 0.2856 -0.2381 0.0897
H 3.6750 -0.3085 -14.6519 -0.1177 -0.6765 -0.0547
H 3.3571 0.7789 -15.6984 0.1121 -0.1167 -0.4836
C -3.4296 -6.6531 -10.1678 -0.0942 0.7645 -0.0236
O -2.5408 -6.8463 -9.0825 0.2014 -1.0552 -0.3227
C -3.2529 -6.8890 -7.8663 -0.6644 0.2534 0.0316
C -2.3567 -7.0717 -6.6749 0.8670 0.8007 2.2530
C -3.1765 -7.2570 -5.3826 -1.2882 -0.4050 -1.0444
N -1.5402 -5.8353 -6.4705 -0.3654 -0.2913 -1.8328
H -3.7200 -5.5970 -10.0987 -0.4932 -0.0681 -0.3830
H -4.3126 -7.2990 -10.1586 -0.0318 -0.0152 0.4634
H -2.9777 -6.8203 -11.1446 0.6212 0.0311 0.2821
H -3.8215 -5.9467 -7.8004 0.1396 0.0718 0.4328
H -4.0271 -7.6688 -7.8448 0.2362 -0.2486 -0.3299
H -1.6553 -7.9094 -6.7565 -0.4398 -0.2791 -0.5071
H -3.7368 -6.3548 -5.1393 0.4116 0.3304 0.1248
H -2.6154 -7.6116 -4.5233 0.1812 0.0867 -0.0796
H -4.0084 -7.9438 -5.5966 0.3524 -0.4196 0.2524
H -1.2261 -5.6991 -7.4355 0.5022 0.5914 0.4099
H -0.7151 -5.9907 -5.9009 -0.1788 -0.3603 0.1261
C -0.9675 1.4645 -5.5920 -0.1966 0.4397 -0.9396
O -2.2981 1.1240 -5.9441 0.4250 -0.3515 0.9644
C -3.2600 2.0811 -5.5284 -0.4793 0.3308 -2.5405
C -4.6071 1.4140 -5.5492 -2.2421 -0.2279 2.3857
C -4.9463 0.4937 -6.6911 1.0770 -0.5447 -0.4014
N -5.7231 2.3814 -5.3600 0.4511 0.1201 -0.3522
H -0.2707 0.7745 -6.0709 -0.2343 -0.3572 0.1901
H -0.8207 1.4701 -4.5105 0.0506 0.1564 0.0082
H -0.7531 2.4285 -6.0735 0.2219 0.2231 0.5432
H -3.0826 2.6507 -4.6140 0.3568 -0.5202 0.2974
H -3.3343 2.8187 -6.3494 0.3109 0.2990 0.2109
H -4.7171 0.8531 -4.6059 0.5488 -0.4701 -0.3317
H -5.9707 0.1273 -6.7175 -0.1703 0.4157 0.3381
H -4.3353 -0.4067 -6.5833 0.0939 0.0675 -0.2923
H -4.7133 0.9548 -7.6554 -0.0409 -0.0213 -0.0188
H -5.3757 3.2634 -4.9990 -0.2153 0.0735 -0.1456
H -6.2026 2.5318 -6.2390 0.1084 0.3270 0.0111
C 2.8994 3.1400 -3.8722 0.3540 0.9833 -0.0605
O 3.4608 1.8748 -3.6904 0.1314 -0.5726 0.1974
C 2.6006 0.7949 -3.3546 -0.3160 -0.0930 0.2547
C 2.9327 -0.4453 -4.1922 -0.5595 1.0324 0.0295
C 1.9829 -1.6062 -3.9182 0.4922 0.5616 -0.0957
N 4.3088 -0.8167 -3.8852 0.0931 0.5525 -0.2836
H 2.0051 3.4205 -3.3032 -0.1388 -0.7684 0.1475
H 2.6936 3.3341 -4.9305 -0.0241 -0.0099 -0.0057
H 3.6475 3.8544 -3.5153 0.0422 0.0405 -0.3184
H 2.7407 0.5597 -2.2931 -0.1574 0.0485 0.0719
H 1.5708 1.1141 -3.5429 -0.1063 -0.2555 0.1164
H 2.7833 -0.0221 -5.2019 0.2272 -0.6592 -0.2484
H 2.2570 -2.4229 -4.5840 -0.1884 -0.0959 0.0215
H 0.9448 -1.3091 -4.0816 -0.0347 -0.1636 -0.0291
H 2.1372 -1.9244 -2.8863 -0.1537 -0.1186 0.0072
H 4.7312 -1.2919 -4.6773 -0.0521 -0.0803 0.0932
H 4.7862 0.0819 -3.8147 0.3709 -0.3382 0.0206
C 1.0725 4.1582 -10.7908 0.4071 -0.1929 0.3559
O 0.8064 3.0188 -10.0025 -1.5618 -0.4701 0.1745
C 1.8043 2.5663 -9.1408 1.2224 0.1001 0.2113
C 2.7298 1.5911 -9.8661 0.4342 -0.7828 -0.7188
C 1.9376 0.3745 -10.3279 -0.5454 0.0431 -0.2375
N 3.7828 1.0779 -8.9936 0.0718 1.1902 0.8610
H 1.8318 3.8944 -11.5303 0.1722 0.4392 -0.0479
H 1.3677 4.9899 -10.1434 0.3439 0.0365 -0.1491
H 0.1734 4.4820 -11.3103 -0.1873 -0.3778 0.0773
H 2.3230 3.4430 -8.7225 0.3414 -0.1615 -0.1018
H 1.4510 2.0042 -8.2673 -0.7961 0.2130 -0.1983
H 3.1414 2.1162 -10.7408 -0.0495 -0.0753 -0.0904
H 1.1544 0.6385 -11.0418 -0.0186 0.0307 0.0894
H 1.4833 -0.0947 -9.4489 0.0664 0.3123 0.1514
H 2.5454 -0.3975 -10.7951 0.3039 0.2906 -0.1314
H 4.5052 0.5367 -9.4528 -0.2943 -0.1152 -0.3541
H 4.2507 1.8882 -8.5898 0.1411 -0.2942 0.1509
C 5.4242 -1.0207 -12.3038 -0.3277 0.5488 -0.3008
O 4.8144 -1.5161 -11.1411 0.1194 -0.8718 0.6874
C 4.7417 -2.9487 -11.2073 0.1017 -0.7342 -1.7435
C 4.2100 -3.6099 -9.9237 0.9601 1.7130 0.1529
C 3.9265 -5.0883 -9.8924 0.4179 0.1787 -0.2766
N 3.0987 -2.8137 -9.3828 -0.1407 0.7238 -1.2724
H 4.8543 -1.2803 -13.2048 0.0245 -0.2745 0.0785
H 6.4510 -1.3791 -12.4205 0.0263 0.0690 0.0710
H 5.3867 0.0681 -12.2403 0.2712 -0.0268 0.0854
H 4.1979 -3.1513 -12.1474 -0.6171 -0.3037 0.3655
H 5.7310 -3.3569 -11.4658 0.1759 0.1188 0.4109
H 5.1041 -3.4515 -9.3035 -0.4866 0.0626 0.6918
H 3.3250 -5.3957 -10.7491 -0.0524 -0.2660 0.1696
H 3.4288 -5.2984 -8.9472 -0.2937 -0.0485 -0.1522
H 4.8802 -5.6166 -9.8428 -0.1247 -0.2488 -0.4024
H 3.3271 -1.8689 -9.7101 0.3672 0.2068 1.1071
H 2.3199 -2.8863 -10.0505 -0.2927 -1.0230 0.5396
C 2.7533 -5.4468 -4.3904 0.8381 -0.6763 -0.3468
C 1.2957 -5.1284 -4.6533 0.1301 0.5875 1.1757
O 0.4411 -6.1063 -4.1011 -0.1324 -1.0802 -0.4345
H 3.3954 -5.0946 -5.2032 -0.0543 0.2397 0.0933
H 2.8979 -6.5314 -4.3808 -0.2295 -0.0253 -0.1334
H 3.1934 -5.1160 -3.4480 -0.4050 0.3419 0.0431
H 1.1284 -5.0461 -5.7296 -0.1523 -0.0519 0.0865
H 1.0199 -4.1928 -4.1545 0.1721 0.2327 -0.5395
H 0.0417 -5.8126 -3.2801 -0.1936 0.4553 -0.0137
C 0.5380 -2.5908 -7.2594 -0.8675 -0.7684 0.6841
C -0.5399 -2.7529 -8.3262 1.3708 2.3802 0.0177
O -0.0126 -2.2508 -9.5590 -0.2517 -0.9489 -1.5982
H 1.4151 -3.2026 -7.4588 0.0519 0.1643 0.0067
H 0.0867 -2.8591 -6.2970 0.1757 -0.2342 0.0520
H 0.8053 -1.5396 -7.1328 0.1788 0.0287 -0.3600
H -1.3170 -2.0282 -8.0601 -0.6479 -0.7545 0.1762
H -0.8791 -3.7596 -8.5454 -0.0961 -0.0045 0.2936
H 0.4838 -1.4314 -9.5290 -0.1503 0.0371 0.7493
```
Forces are in eV/Å.

## Properties
SMILES: COC[C@H](C)N.COC[C@H](C)N.COC[C@H](C)N.COC[C@H](C)N.COC[C@H](C)N.COC[C@H](C)N.COC[C@H](C)N.COC[C@H](C)N.COC[C@H](C)N.CCO.CCO
ΔE to the lowest compared entry with this formula, charge and spin: 69.23 kcal/mol
Highest occupied orbital energy: -8.6 eV

---

No. 5
Computed, not measured: C7H14O as an isolated structure in a non-equilibrium geometry, with the ωB97M-V functional and the def2-TZVPD basis.

```
22
Properties=species:S:1:pos:R:3:forces:R:3
C 0.3893 -1.4131 3.0409 1.6091 0.8187 0.1712
C -0.8408 -0.7015 2.4640 0.2190 0.1979 -0.5700
C -0.5778 0.0471 1.1673 0.3167 -1.7039 -1.7097
C -0.4031 -0.6633 -0.0433 -1.4643 0.7525 5.4273
C -0.2065 0.0243 -1.2330 0.0528 0.2156 -2.1597
C -0.9938 1.1737 -1.5062 0.3543 -1.8784 -0.5729
C -0.8510 1.7615 -2.8749 -2.4272 1.3774 -0.2409
H 0.8610 -2.0548 2.2368 -0.3475 0.7347 1.0272
H 1.1891 -0.6350 3.4419 -1.5510 -1.5918 -1.0082
H 0.1163 -2.0437 3.8982 0.0747 0.1017 -0.2638
H -1.2667 -0.0115 3.1860 0.0083 0.1057 0.1931
H -1.6338 -1.4172 2.2264 0.1389 -0.1942 0.2210
H -0.4636 1.1456 1.2092 -0.0591 -0.6651 -0.1365
H -0.3899 -1.7791 0.1055 0.0585 1.1967 -0.7767
H 0.0868 1.2698 -0.9086 -0.1202 1.1287 -0.0487
H -1.9088 1.3860 -0.9530 0.1069 0.0462 0.3593
H -1.3160 1.1369 -3.6546 -0.1019 -0.0890 0.5886
H 0.1536 1.7694 -3.1227 2.0512 0.4216 -0.5958
H -1.3504 2.7718 -2.9890 0.8517 -0.9502 0.2651
H 1.7655 -0.2658 -1.0998 0.6252 -0.0314 -0.2767
H 3.1016 -0.5953 -1.8625 -0.8718 0.7861 2.0182
O 2.7446 -0.2562 -0.9753 0.4756 -0.7793 -1.9116
```
Forces are in eV/Å.

## Properties
ΔE to the lowest compared entry with this formula, charge and spin: 118.99 kcal/mol
Highest occupied orbital energy: -7.9 eV

---

Q: Number 3 is which compound?
A: C4H12